[1]
{
  "formula": "C25H44Cl2N9O22",
  "method": "ωB97M-V/def2-TZVPD",
  "homo_ev": -4.86,
  "gap_ev": 5.03,
  "total_charge": -1,
  "species": ["C", "C", "N", "C", "C", "N", "C", "C", "H", "H", "H", "H", "H", "H", "H", "H", "H", "H", "H", "Cl", "O", "O", "O", "O", "Cl", "O", "O", "O", "O", "C", "N", "O", "O", "H", "H", "H", "C", "N", "O", "O", "H", "H", "H", "C", "N", "O", "O", "H", "H", "H", "C", "N", "O", "O", "H", "H", "H", "C", "N", "O", "O", "H", "H", "H", "C", "N", "O", "O", "H", "H", "H", "C", "N", "O", "O", "H", "H", "H", "C", "C", "C", "C", "C", "C", "H", "H", "H", "H", "H", "H", "C", "C", "C", "C", "C", "C", "H", "H", "H", "H", "H", "H"],
  "positions_angstrom": [[0.3682, -2.7649, 2.4212], [0.9874, -2.2668, 1.1583], [0.3383, -1.1446, 0.5444], [0.5652, 0.1571, 0.9122], [-0.3271, 0.9436, 0.2673], [-1.1866, 0.1080, -0.4753], [-0.7361, -1.1636, -0.3229], [-2.2510, 0.5169, -1.3286], [1.0121, -3.4485, 2.9746], [-0.5106, -3.3807, 2.2298], [0.0971, -1.9461, 3.0876], [0.9067, -3.0793, 0.4363], [2.0394, -1.9958, 1.2470], [1.3004, 0.3605, 1.6768], [-0.4839, 2.0121, 0.2783], [-1.0691, -2.0315, -0.8728], [-2.7625, -0.3443, -1.7585], [-1.7413, 1.1388, -2.0645], [-3.0160, 1.1001, -0.8160], [-11.0120, 0.0167, -4.6085], [-10.7240, -0.0130, -6.0022], [-12.2497, 0.6182, -4.3902], [-11.1432, -1.3525, -4.1798], [-10.0335, 0.5949, -3.7387], [-5.5085, -6.5080, -2.7277], [-5.2916, -5.4886, -3.7033], [-6.8833, -6.8381, -2.8043], [-4.6876, -7.6310, -2.9697], [-5.3432, -6.0253, -1.4106], [2.0097, 6.7680, -7.3185], [1.5193, 6.8707, -5.9161], [1.5199, 7.9620, -5.3968], [1.0644, 5.8655, -5.3840], [1.2832, 7.3396, -7.8962], [2.0204, 5.7259, -7.6379], [2.9917, 7.2224, -7.4496], [-0.6349, -8.9752, 8.4532], [0.8220, -8.7582, 8.0411], [1.3118, -7.6642, 8.4093], [1.3431, -9.6266, 7.3238], [-0.9845, -8.1193, 9.0305], [-0.7594, -9.8490, 9.0928], [-1.1967, -9.0459, 7.5218], [-2.2874, 10.3006, -0.2874], [-1.3260, 9.9381, 0.7591], [-0.4801, 10.8024, 0.9679], [-1.3712, 8.8411, 1.2656], [-2.9964, 10.9840, 0.1800], [-2.8101, 9.4046, -0.6221], [-1.7331, 10.8518, -1.0470], [3.4711, -1.1300, 10.5325], [3.4164, -0.8665, 9.0270], [2.5014, -0.2136, 8.6045], [4.2349, -1.3709, 8.2726], [2.4765, -1.4960, 10.7873], [3.8057, -0.2196, 11.0298], [4.2043, -1.9277, 10.6514], [-3.9288, 0.9638, -10.1624], [-2.9981, 1.9431, -9.5580], [-3.4680, 2.7119, -8.7678], [-1.7674, 1.8418, -9.7504], [-4.9375, 1.1858, -9.8142], [-3.7249, -0.0666, -9.8714], [-3.8194, 1.1789, -11.2254], [-9.1984, 5.5656, 2.5481], [-7.8411, 5.9265, 2.7023], [-7.6224, 7.1176, 2.9097], [-6.9110, 5.1200, 2.5831], [-9.2813, 4.5904, 3.0279], [-9.2286, 5.4531, 1.4644], [-9.9168, 6.2838, 2.9434], [6.3666, -10.2516, 2.5231], [6.4818, -8.8103, 2.6433], [5.8407, -8.0760, 1.8807], [7.1914, -8.3509, 3.5299], [6.2977, -10.5122, 1.4670], [5.6171, -10.6811, 3.1878], [7.3009, -10.6954, 2.8671], [3.2097, -2.0506, -4.7949], [4.3221, -2.5502, -4.1361], [4.4361, -3.9121, -3.7741], [3.4318, -4.7912, -4.2452], [2.3327, -4.3283, -4.9320], [2.2113, -2.9410, -5.1988], [3.2389, -0.9818, -4.9469], [5.0649, -1.8381, -3.8084], [5.1947, -4.4547, -3.2295], [3.4377, -5.7995, -3.8581], [1.5548, -5.0112, -5.2399], [1.3092, -2.5530, -5.6484], [4.6215, 5.9176, 3.0454], [5.1482, 5.1340, 4.0214], [5.9283, 4.0569, 3.7111], [6.3169, 3.8671, 2.3811], [5.8168, 4.7368, 1.3714], [4.9414, 5.7413, 1.7055], [3.9695, 6.7266, 3.3400], [4.9080, 5.2826, 5.0638], [6.2860, 3.3670, 4.4610], [6.9815, 3.0510, 2.1387], [6.2122, 4.6316, 0.3719], [4.6033, 6.5025, 1.0180]]
}

---

[2]
{
  "formula": "C25H44F9NO11SSi2",
  "method": "ωB97M-V/def2-TZVPD",
  "homo_ev": -8.37,
  "gap_ev": 7.30,
  "species": ["C", "C", "C", "Si", "C", "C", "C", "F", "F", "C", "F", "F", "S", "F", "F", "F", "F", "F", "C", "C", "O", "N", "C", "C", "O", "Si", "C", "O", "C", "C", "O", "C", "C", "C", "C", "C", "O", "H", "H", "H", "H", "H", "H", "H", "H", "H", "H", "H", "H", "H", "H", "H", "H", "H", "H", "H", "H", "H", "H", "H", "H", "H", "H", "H", "H", "H", "H", "H", "H", "H", "H", "H", "H", "C", "C", "O", "C", "O", "O", "H", "H", "H", "H", "C", "C", "O", "C", "O", "O", "H", "H", "H", "H"],
  "positions_angstrom": [[-1.5041, -3.7135, 2.7195], [-0.3588, -3.4625, 3.5159], [1.0014, -2.7935, 3.0517], [0.9144, -1.7848, 1.4295], [1.1381, -2.8401, -0.1683], [0.6770, -4.3624, -0.0227], [-0.7146, -4.6832, -0.7765], [-1.5349, -3.5603, -0.4837], [-1.2089, -5.8421, -0.1159], [-0.4674, -4.8936, -2.3277], [0.7117, -5.5973, -2.6268], [-0.2687, -3.6129, -2.8936], [-1.8510, -5.7115, -3.2961], [-3.0246, -5.2641, -2.2265], [-2.1437, -4.2702, -4.1141], [-0.7644, -6.0855, -4.5035], [-1.6119, -7.1907, -2.6064], [-3.0407, -6.3994, -4.2251], [-0.7253, -0.7539, 1.3370], [-1.2424, -0.3061, 2.7799], [-0.3957, 0.2010, 3.5620], [-2.6656, -0.5651, 3.0665], [-3.5894, 0.4837, 2.5113], [-2.9152, -0.8605, 4.5025], [2.1818, -0.5775, 1.5643], [2.4770, 0.2081, 0.0588], [2.9595, 2.0522, 0.4288], [2.2181, 2.9825, -0.4005], [2.6002, 4.3225, 0.0194], [2.3831, 5.3494, -1.2210], [1.9170, 4.5527, -2.3267], [1.2917, 5.3602, -3.3552], [2.2979, 5.3419, -4.6224], [3.9461, -0.5224, -0.9399], [3.6461, -0.7798, -2.4942], [2.5088, 0.1414, -3.1217], [3.4381, -2.1991, -2.7912], [-2.1417, -2.9453, 2.1936], [-1.8585, -4.8013, 2.6582], [-0.4066, -3.8090, 4.6055], [1.3173, -2.0839, 3.8991], [1.8256, -3.5769, 2.9546], [2.2281, -2.8690, -0.5261], [0.5831, -2.2641, -0.9889], [0.4746, -4.6562, 1.0672], [1.5231, -5.0284, -0.3675], [-0.6080, 0.2005, 0.7335], [-1.5679, -1.3399, 0.8288], [-4.2403, -0.0377, 1.7226], [-3.0220, 1.2970, 1.9661], [-4.3299, 0.8816, 3.2848], [-3.3516, 0.0307, 5.0775], [-2.0209, -1.3256, 5.0137], [-3.7420, -1.6582, 4.5295], [1.2173, 0.2656, -0.6803], [4.0698, 2.1932, 0.1571], [2.7606, 2.2969, 1.5303], [1.9906, 4.6340, 0.9388], [3.7216, 4.3329, 0.2306], [1.6491, 6.1891, -0.9528], [3.3856, 5.8392, -1.4856], [1.1233, 6.4416, -3.0301], [0.3029, 4.8461, -3.6089], [2.7863, 4.3113, -4.6852], [1.6641, 5.5490, -5.5464], [3.1371, 6.0912, -4.4775], [4.8238, 0.2170, -0.9006], [4.3569, -1.4973, -0.5086], [4.6114, -0.5062, -3.0550], [2.6980, 1.2484, -2.9070], [1.4543, -0.1888, -2.8712], [2.6059, 0.0400, -4.2611], [4.2965, -2.5942, -2.5216], [-2.1569, 3.1153, 4.7985], [-1.0816, 4.1603, 4.8407], [-1.8142, 5.3778, 4.7949], [-3.0628, 5.1119, 5.2649], [-3.8794, 5.9460, 5.5164], [-3.2613, 3.7736, 5.4099], [-1.8892, 2.2142, 5.3510], [-2.4247, 2.8357, 3.7760], [-0.5049, 4.1314, 5.7696], [-0.3960, 4.0856, 3.9961], [-1.6348, -0.7304, -2.9419], [-2.0209, 0.4746, -3.7465], [-3.0069, 1.0987, -2.9328], [-2.7879, 0.6941, -1.6539], [-3.3310, 1.1595, -0.6968], [-1.8699, -0.3080, -1.6029], [-0.5905, -1.0102, -3.0835], [-2.2662, -1.5975, -3.1549], [-1.1874, 1.1691, -3.8876], [-2.4313, 0.2113, -4.7217]]
}

---

[3]
{
  "formula": "C25H44O12",
  "method": "ωB97M-V/def2-TZVPD",
  "homo_ev": -9.31,
  "gap_ev": 9.25,
  "smiles": "CCCOCC1=C(C)C(=O)OC1=O.CCOC(C)=O.CCOC(C)=O.CCOC(C)=O.CCOC(C)=O",
  "species": ["C", "C", "C", "O", "C", "C", "C", "C", "C", "O", "O", "C", "O", "H", "H", "H", "H", "H", "H", "H", "H", "H", "H", "H", "H", "O", "C", "O", "C", "C", "C", "H", "H", "H", "H", "H", "H", "H", "H", "O", "C", "O", "C", "C", "C", "H", "H", "H", "H", "H", "H", "H", "H", "O", "C", "O", "C", "C", "C", "H", "H", "H", "H", "H", "H", "H", "H", "O", "C", "O", "C", "C", "C", "H", "H", "H", "H", "H", "H", "H", "H"],
  "positions_angstrom": [[-4.1228, 2.4904, -2.7122], [-3.5761, 1.0796, -2.4841], [-2.0601, 1.0131, -2.6431], [-1.7317, 0.5205, -3.9350], [-0.4097, 0.0299, -4.0155], [0.6082, 1.0530, -3.6157], [1.5643, 1.0322, -2.6857], [1.9516, -0.0187, -1.7064], [2.2468, 2.3606, -2.7080], [3.1061, 2.7353, -1.9803], [1.7125, 3.1238, -3.7018], [0.6510, 2.3920, -4.2684], [-0.0288, 2.8804, -5.1067], [-5.2017, 2.5424, -2.5637], [-3.8721, 2.8443, -3.7147], [-3.6547, 3.1862, -2.0099], [-3.8157, 0.7850, -1.4603], [-4.0286, 0.3937, -3.2017], [-1.6449, 2.0209, -2.5047], [-1.6190, 0.3842, -1.8652], [-0.2754, -0.8781, -3.4244], [-0.2467, -0.2415, -5.0623], [1.1132, -0.2032, -1.0311], [2.8110, 0.3128, -1.1250], [2.1774, -0.9555, -2.2157], [0.9868, -2.6162, -3.2851], [1.2149, -3.7622, -3.5807], [2.2945, -4.3371, -3.0341], [2.5858, -5.7410, -3.1040], [3.3305, -6.1272, -4.3629], [0.3672, -4.5259, -4.5651], [1.6773, -6.3283, -2.9660], [3.2029, -5.9062, -2.2225], [2.7295, -5.9604, -5.2576], [3.6014, -7.1823, -4.3245], [4.2413, -5.5359, -4.4579], [0.7272, -4.3005, -5.5692], [-0.6557, -4.1694, -4.4771], [0.3794, -5.6028, -4.4215], [-0.5064, 1.4682, 0.0070], [-0.1895, 2.3841, 0.7271], [-1.0209, 2.7413, 1.7127], [-0.6528, 3.7122, 2.7105], [-0.9122, 5.1285, 2.2454], [1.0902, 3.1475, 0.4723], [0.3807, 3.5634, 3.0223], [-1.2768, 3.4767, 3.5691], [-0.3048, 5.3892, 1.3781], [-0.6836, 5.8291, 3.0485], [-1.9598, 5.2448, 1.9672], [0.9039, 3.9218, -0.2715], [1.8058, 2.4418, 0.0637], [1.5361, 3.6040, 1.3521], [-1.0635, 3.1085, 6.0872], [-2.0392, 2.4376, 6.2904], [-3.1008, 2.6035, 5.4744], [-4.2499, 1.7463, 5.5049], [-5.2586, 2.1776, 6.5477], [-2.1273, 1.4789, 7.4529], [-3.9468, 0.7063, 5.6309], [-4.6748, 1.8343, 4.5066], [-4.8504, 2.1099, 7.5563], [-6.1451, 1.5453, 6.4947], [-5.5569, 3.2114, 6.3750], [-2.4454, 2.0397, 8.3317], [-1.1312, 1.0861, 7.6372], [-2.8107, 0.6484, 7.3018], [2.8706, -5.4118, 0.5874], [3.1357, -4.2670, 0.8387], [2.2867, -3.5697, 1.6194], [2.5595, -2.2346, 2.0630], [2.1410, -1.1974, 1.0412], [4.3272, -3.5731, 0.2215], [3.6073, -2.1319, 2.3478], [1.9708, -2.1291, 2.9729], [2.7080, -1.2922, 0.1147], [2.3001, -0.1940, 1.4381], [1.0846, -1.3123, 0.7984], [4.0297, -3.2110, -0.7637], [5.1152, -4.3111, 0.0963], [4.7171, -2.7392, 0.7980]]
}

---

> Which formula does entry 2 have?

C25H44F9NO11SSi2